No. 1
Below is a 2-piece molecular cluster, CH3F3Si overall, with properties calculated with the ωB97M-V functional and the def2-TZVPD basis.

Geometry as XYZ:
```
8
Properties=species:S:1:pos:R:3
C 0.036 -0.158 -0.998
F 1.847 0.551 -0.227
F 0.025 0.525 -2.071
F 0.164 -1.430 -1.293
Si -0.359 0.149 0.945
H 0.433 -0.765 1.750
H -0.440 1.724 1.259
H -1.705 -0.596 0.636
```

Output
* HOMO level: -10.7558 eV
* molar mass: 100.1 g/mol
* HOMO-LUMO gap: 10.52 eV
* total energy: -17112.5571 eV

No. 2
Below is a 7-piece molecular cluster, C19H39Br16ClP overall, with properties calculated with the ωB97M-V functional and the def2-TZVPD basis.

Geometry as XYZ:
```
76
Properties=species:S:1:pos:R:3
C 2.422 0.444 -5.712
P 2.725 -0.293 -3.965
C 2.681 -2.216 -4.271
C 1.238 0.009 -2.787
Cl 0.952 1.831 -2.489
H 2.151 1.602 -5.656
H 3.399 0.398 -6.396
H 1.600 -0.162 -6.328
H 1.591 -2.620 -4.019
H 3.398 -2.696 -3.479
H 2.927 -2.502 -5.382
H 0.277 -0.433 -3.341
Br 4.143 0.427 1.639
C 2.321 -0.239 1.846
C 1.943 -1.161 0.710
Br 1.538 -0.156 -0.911
H 1.670 0.634 1.932
H 2.323 -0.780 2.798
H 1.023 -1.704 0.946
H 2.728 -1.878 0.454
Br -1.117 6.196 -6.223
C -0.852 6.089 -4.293
C 0.353 5.244 -3.952
Br -0.041 3.344 -4.141
H -1.783 5.712 -3.863
H -0.701 7.124 -3.970
H 0.630 5.374 -2.901
H 1.223 5.454 -4.581
Br 2.777 -5.135 -6.003
C 3.658 -6.471 -4.887
C 3.543 -6.122 -3.421
Br 4.784 -4.698 -2.935
H 4.691 -6.548 -5.236
H 3.136 -7.409 -5.102
H 3.831 -6.975 -2.799
H 2.543 -5.787 -3.132
Br -0.945 9.802 -2.982
C -0.680 9.696 -1.052
C 0.526 8.851 -0.711
Br 0.131 6.950 -0.900
H -1.611 9.319 -0.623
H -0.528 10.731 -0.730
H 0.802 8.981 0.339
H 1.395 9.061 -1.340
Br 0.679 -3.590 3.280
C -1.207 -3.363 3.722
C -2.023 -3.047 2.490
Br -1.786 -1.190 1.944
H -1.265 -2.590 4.492
H -1.515 -4.322 4.152
H -3.092 -3.148 2.700
H -1.767 -3.669 1.628
Br -4.139 0.391 4.614
C -4.908 0.458 2.823
C -6.412 0.311 2.867
Br -6.931 -1.544 3.170
H -4.413 -0.317 2.233
H -4.628 1.441 2.431
H -6.853 0.576 1.902
H -6.883 0.907 3.653
Br -5.593 -1.669 7.507
C -7.480 -1.443 7.949
C -8.296 -1.127 6.717
Br -8.059 0.730 6.171
H -7.537 -0.669 8.719
H -7.787 -2.401 8.379
H -9.365 -1.227 6.927
H -8.040 -1.749 5.855
Br 7.297 -2.784 3.672
C 7.079 -3.101 1.759
C 5.626 -3.015 1.352
Br 4.652 -4.623 1.869
H 7.535 -4.071 1.542
H 7.663 -2.313 1.273
H 5.535 -2.964 0.263
H 5.101 -2.166 1.797
```

Output
* HOMO level: -1.2895 eV
* molar mass: 1612.4 g/mol
* HOMO-LUMO gap: 2.87 eV
* charge: -1
* total energy: -1162820.8126 eV

No. 3
Below is a 2-piece molecular cluster, C5H8NO overall, with properties calculated with the ωB97M-V functional and the def2-TZVPD basis.

Geometry as XYZ:
```
15
Properties=species:S:1:pos:R:3
C 2.085 -1.721 -2.060
C 1.521 -2.645 -1.282
C 0.658 -1.696 -1.985
C -0.060 0.264 -0.405
C -1.085 0.459 0.644
N -0.900 1.750 1.588
O -1.364 0.844 -0.661
H 2.996 -1.569 -2.568
H 1.303 -3.484 -0.621
H -0.309 -1.631 -2.398
H 0.573 1.135 -0.497
H -1.575 -0.176 1.314
H -1.824 2.147 1.387
H -0.210 2.327 1.097
H -0.410 1.682 2.504
```

Output
* HOMO level: -11.3522 eV
* molar mass: 98.1 g/mol
* HOMO-LUMO gap: 8.25 eV
* charge: +1
* total energy: -8837.6222 eV

No. 4
Below is C17H25Cl5ErN4O6S2 as an isolated structure, with properties calculated with the ωB97M-V functional and the def2-TZVPD basis.

Geometry as XYZ:
```
60
Properties=species:S:1:pos:R:3
Er 0.424 0.655 -0.262
N 0.574 -4.411 -0.681
C 0.020 -3.276 0.118
C 0.377 -3.409 1.588
C -0.076 -2.129 2.299
N 0.619 -0.965 1.736
C -1.591 -1.953 2.143
C -2.082 -1.998 0.687
N -1.755 -0.747 -0.025
C -1.492 -3.204 -0.063
H 0.882 -4.058 -1.636
H -0.109 -5.164 -0.783
H 1.415 -4.786 -0.235
H 0.467 -2.353 -0.272
H 1.454 -3.528 1.710
H -0.117 -4.271 2.044
H 0.146 -2.238 3.371
H 1.614 -1.180 1.620
H 0.611 -0.202 2.429
H -1.876 -0.996 2.580
H -2.095 -2.745 2.700
H -3.178 -2.133 0.713
H -2.205 0.008 0.499
H -2.200 -0.772 -0.946
H -1.728 -3.107 -1.124
H -1.963 -4.112 0.321
Cl 0.218 -1.155 -7.609
C 0.490 -1.086 -5.917
C 0.118 0.039 -5.178
Cl -0.563 1.388 -5.974
C 0.291 0.051 -3.802
Cl -0.030 1.455 -2.842
C 0.774 -1.067 -3.075
O 0.790 -1.084 -1.786
C 1.211 -2.144 -3.883
Cl 2.035 -3.454 -3.117
C 1.087 -2.163 -5.265
Cl 1.667 -3.494 -6.188
O 1.513 2.458 -0.174
S 2.628 1.790 0.590
O 2.494 0.354 0.167
O 3.912 2.377 0.414
S 1.987 1.806 2.457
O -0.946 1.475 1.583
C -0.973 2.481 0.817
O -1.239 2.389 -0.387
C -0.615 3.834 1.474
N -0.380 3.545 2.913
C -1.159 4.507 3.718
C -2.353 4.815 2.821
C -1.719 4.894 1.432
H 0.300 4.169 0.978
H 0.647 3.411 3.096
H -0.730 2.559 3.002
H -0.563 5.403 3.889
H -1.432 4.072 4.678
H -2.842 5.746 3.089
H -3.086 4.010 2.868
H -1.278 5.879 1.276
H -2.421 4.697 0.625
```

Output
* HOMO level: -10.6096 eV
* spin multiplicity: 4
* molar mass: 790.1 g/mol
* HOMO-LUMO gap: 7.97 eV
* charge: +1
* total energy: -148184.9086 eV

No. 5
Below is C34H57CoF3N2O2Si as an isolated structure, with properties calculated with the ωB97M-V functional and the def2-TZVPD basis.

Geometry as XYZ:
```
100
Properties=species:S:1:pos:R:3
O -1.929 -0.264 -2.885
O 0.120 1.010 -2.864
C -2.670 -1.301 -3.549
C -3.245 -2.283 -2.554
H -1.956 -1.757 -4.231
H -3.398 -0.769 -4.172
H -2.513 -2.512 -1.766
H -3.449 -3.247 -3.046
H -4.169 -1.854 -2.161
C -2.717 0.721 -2.111
C -3.343 1.801 -2.950
H -2.019 1.193 -1.402
H -3.495 0.121 -1.591
H -2.592 2.296 -3.541
H -3.811 2.522 -2.280
H -4.086 1.430 -3.659
C 0.580 2.373 -2.888
C 0.197 0.373 -4.162
C 0.017 3.183 -1.758
H 0.307 2.793 -3.867
H 1.679 2.375 -2.859
H -1.062 3.339 -1.900
H 0.508 4.172 -1.662
H 0.140 2.638 -0.809
C -0.850 0.915 -5.088
H 0.041 -0.692 -3.997
H 1.204 0.531 -4.578
H -1.854 0.639 -4.736
H -0.706 0.445 -6.067
H -0.794 1.995 -5.242
H -0.399 0.225 -2.085
N -0.839 -0.593 2.347
C -0.726 -0.513 3.700
C 0.499 -0.236 4.283
C 1.656 0.251 3.692
C -1.954 -0.761 4.550
H -2.501 -1.680 4.276
H -2.664 0.084 4.504
H -1.606 -0.865 5.593
C 2.714 0.956 4.513
H 2.847 2.014 4.237
H 3.698 0.460 4.465
H 2.384 0.914 5.562
N 1.877 0.129 2.363
C -2.155 -0.498 1.801
C -2.847 -1.656 1.388
C -2.252 -3.016 1.566
C -4.160 -1.533 0.909
H -4.662 -2.461 0.607
C -4.789 -0.288 0.845
H -5.812 -0.211 0.454
C -4.134 0.846 1.321
H -4.608 1.833 1.330
C -2.827 0.752 1.809
C -2.230 1.982 2.423
C 2.875 0.900 1.701
C 4.181 0.377 1.523
C 4.688 -0.766 2.340
C 5.038 1.018 0.628
H 6.023 0.570 0.445
C 4.631 2.191 -0.013
H 5.280 2.651 -0.759
C 3.411 2.810 0.318
H 3.109 3.766 -0.105
C 2.550 2.192 1.232
C 1.309 2.887 1.703
Co 0.760 -0.964 1.275
H -1.523 -3.252 0.779
H -3.045 -3.770 1.492
H -1.737 -3.159 2.531
H -1.164 1.831 2.684
H -2.760 2.276 3.364
H -2.297 2.822 1.700
H 5.367 -1.400 1.731
H 3.862 -1.391 2.734
H 5.282 -0.387 3.209
H 1.232 2.916 2.803
H 0.396 2.403 1.319
H 1.304 3.930 1.363
H 0.523 -0.314 5.388
C 0.081 -0.544 -0.472
Si 1.482 -1.523 -1.291
H 0.060 0.536 -0.086
H -1.023 -0.977 -0.473
C 0.811 -2.776 -2.509
C 2.884 -2.560 -0.438
C 2.694 -0.242 -2.010
H 3.723 -0.553 -1.776
H 2.534 0.762 -1.580
H 2.601 -0.179 -3.104
H 0.652 -3.734 -1.993
H 1.552 -2.930 -3.303
H -0.135 -2.498 -2.982
H 2.509 -3.221 0.375
H 3.803 -1.969 -0.039
H 3.267 -3.232 -1.297
F 0.392 -3.083 3.381
C 1.047 -2.831 2.202
F 2.387 -2.976 2.535
F 0.742 -3.926 1.395
```

Output
* HOMO level (spin up / spin down): -6.8541 / -7.1385 eV
* spin multiplicity: 4
* molar mass: 669.9 g/mol
* HOMO-LUMO gap (spin up / spin down): 7.16 / 7.44 eV
* total energy: -96911.3296 eV

No. 6
Below is an isolated ion of composition C5H6N and charge +1, with properties calculated with the ωB97M-V functional and the def2-TZVPD basis.

Geometry as XYZ:
```
12
Properties=species:S:1:pos:R:3
C 0.947 -0.485 0.599
C -1.029 0.946 -1.918
C 1.201 0.099 -0.796
C -1.265 -0.531 1.719
C 0.064 0.698 -1.427
N -0.152 -0.523 1.164
H 1.876 -0.666 1.288
H 1.921 0.846 -0.771
H 1.760 -0.652 -1.293
H -1.732 0.319 2.030
H -1.717 -1.425 1.808
H -1.874 1.372 -2.405
```

Output
* HOMO level (spin up / spin down): -10.8084 / -14.9732 eV
* spin multiplicity: 3
* molar mass: 80.1 g/mol
* HOMO-LUMO gap (spin up / spin down): 7.17 / 5.04 eV
* charge: +1
* total energy: -6756.6275 eV

No. 7
Below is a 2-piece molecular cluster, CH3F2P overall, with properties calculated with the ωB97M-V functional and the def2-TZVPD basis.

Geometry as XYZ:
```
7
Properties=species:S:1:pos:R:3
H 2.469 -0.658 0.771
P 1.461 -1.021 -0.127
C 0.736 0.482 -0.094
F -0.390 0.706 -0.802
H 1.020 1.360 0.468
F -2.868 -0.649 0.246
H -2.428 -0.221 -0.463
```

Output
* HOMO level: -9.9677 eV
* molar mass: 84.0 g/mol
* HOMO-LUMO gap: 10.00 eV
* structure (SMILES): [H]/P=C/F.F
* total energy: -15807.8320 eV

No. 8
Below is C53H20F18GeN2PS3Ti as an isolated structure, with properties calculated with the ωB97M-V functional and the def2-TZVPD basis.

Geometry as XYZ:
```
99
Properties=species:S:1:pos:R:3
Ti 0.691 1.058 -0.190
S 2.759 1.583 -1.360
C 3.479 2.718 -0.261
C 4.856 2.938 -0.294
C 5.455 3.857 0.553
C 6.874 4.061 0.487
N 8.009 4.227 0.418
C 4.666 4.577 1.467
C 3.298 4.357 1.508
C 2.691 3.440 0.652
S 0.953 3.250 0.704
C 5.255 5.537 2.354
N 5.714 6.319 3.061
H 5.465 2.378 -0.991
H 2.691 4.906 2.216
C -6.373 4.450 -1.259
C -5.866 3.953 -0.067
C -4.537 3.560 0.009
C -3.705 3.640 -1.106
C -4.223 4.146 -2.297
C -5.548 4.550 -2.371
P -1.988 3.032 -0.899
C -1.130 3.879 -2.279
C -0.492 3.204 -3.314
C 0.251 3.900 -4.259
C 0.357 5.279 -4.187
C -0.281 5.963 -3.159
C -1.009 5.268 -2.209
C -2.111 1.309 -1.507
C -3.245 0.802 -2.137
C -3.312 -0.536 -2.500
C -2.241 -1.377 -2.241
C -1.108 -0.868 -1.622
C -1.017 0.470 -1.235
H -7.407 4.765 -1.320
H -6.501 3.880 0.807
H -4.134 3.184 0.943
H -3.586 4.224 -3.169
H -5.939 4.942 -3.303
H -0.567 2.127 -3.390
H 0.754 3.354 -5.048
H 0.941 5.820 -4.920
H -0.197 7.041 -3.089
H -1.484 5.809 -1.397
H -4.090 1.448 -2.337
H -4.202 -0.920 -2.982
H -2.285 -2.424 -2.511
H -0.292 -1.550 -1.414
F 4.750 -2.266 -0.835
C 4.683 -3.369 -0.081
C 3.450 -3.836 0.346
C 3.456 -5.010 1.074
F 2.309 -5.561 1.494
C 4.624 -5.680 1.394
F 4.591 -6.810 2.104
C 5.837 -5.176 0.962
F 6.967 -5.816 1.255
C 5.872 -4.014 0.212
F 7.039 -3.539 -0.223
Ge 1.869 -2.747 -0.139
S 2.055 -0.853 0.837
C 0.236 -3.654 0.531
C -0.846 -4.066 -0.225
F -0.839 -3.953 -1.565
C -1.994 -4.600 0.335
F -3.018 -4.974 -0.438
C -2.077 -4.744 1.706
F -3.169 -5.264 2.259
C -1.011 -4.356 2.500
F -1.076 -4.520 3.822
C 0.112 -3.818 1.902
F 1.129 -3.484 2.706
C 1.856 -2.987 -2.112
C 1.823 -1.995 -3.072
F 1.759 -0.706 -2.722
C 1.842 -2.262 -4.431
F 1.805 -1.272 -5.322
C 1.899 -3.574 -4.863
F 1.921 -3.851 -6.164
C 1.930 -4.600 -3.934
F 1.969 -5.869 -4.345
C 1.903 -4.287 -2.590
F 1.885 -5.315 -1.725
F -3.069 -2.377 7.879
C -3.838 -1.654 7.046
F -4.865 -2.450 6.675
F -4.384 -0.660 7.779
C -3.081 -1.130 5.866
C -3.708 -0.218 5.024
C -3.047 0.258 3.909
C -1.748 -0.173 3.619
C -1.128 -1.087 4.476
C -1.792 -1.563 5.594
C -1.058 0.288 2.457
C -0.440 0.666 1.481
H -4.714 0.117 5.245
H -3.527 0.966 3.246
H -0.122 -1.414 4.251
H -1.308 -2.272 6.250
```

Output
* HOMO level: -5.7001 eV
* molar mass: 1274.4 g/mol
* HOMO-LUMO gap: 6.83 eV
* charge: -1
* total energy: -228607.5141 eV